{"formula": "C3H7ClN4O", "method": "the ωB97M-V functional and the def2-TZVPD basis", "e_lumo_ev": 0.405, "fmax_ev_per_a": 7.8, "e_homo_ev": -8.6, "homo_lumo_gap_ev": 8.994, "total_energy_ha": -872.7814, "relative_energy_kcal_mol": 0.00, "multiplicity": 1, "symbols": ["Cl", "O", "N", "N", "N", "N", "C", "C", "C", "H", "H", "H", "H", "H", "H", "H"], "coordinates": [[2.870, 0.842, 0.635], [-1.231, 1.128, -0.052], [0.208, -2.112, -0.163], [1.213, -0.429, -1.346], [0.303, -0.959, -0.576], [-0.789, -2.296, 0.611], [-0.876, -0.159, 0.270], [-0.255, 2.137, -0.135], [-1.512, -1.174, 0.854], [-0.769, -3.283, 0.862], [1.145, 0.538, -1.615], [-0.624, 3.122, -0.125], [0.199, 1.905, -1.079], [2.054, 0.001, -0.370], [0.514, 1.955, 0.656], [-2.449, -1.217, 1.572]]}

=====

{"formula": "C6H4O", "method": "the ωB97M-V functional and the def2-TZVPD basis", "e_lumo_ev": 0.663, "fmax_ev_per_a": 3.9, "smiles": "C#CC(C#C)C=O", "e_homo_ev": -9.4, "homo_lumo_gap_ev": 10.106, "total_energy_ha": -306.0656, "relative_energy_kcal_mol": 91.57, "multiplicity": 1, "symbols": ["O", "C", "C", "C", "C", "C", "C", "H", "H", "H", "H"], "coordinates": [[-0.976, 0.076, -2.787], [-1.239, 0.042, -1.602], [-0.393, -0.550, -0.052], [-0.199, 1.848, 1.062], [0.795, -1.410, -0.308], [1.698, -2.212, -0.221], [-0.128, 0.755, 0.569], [-2.230, 0.294, -1.307], [-1.126, -1.023, 0.557], [2.705, -2.600, -0.304], [-0.234, 2.868, 1.353]]}

=====

{"formula": "C32H26Cl2N8O3SV", "method": "the ωB97M-V functional and the def2-TZVPD basis", "e_lumo_ev": [-5.861, -5.997], "fmax_ev_per_a": 0.4, "e_homo_ev": [-13.5, -14.1], "total_charge": 2, "homo_lumo_gap_ev": [7.685, 8.069], "total_energy_ha": -4160.9770, "relative_energy_kcal_mol": 0.00, "s2": 3.76, "multiplicity": 4, "symbols": ["V", "Cl", "Cl", "S", "O", "O", "O", "N", "N", "N", "N", "N", "N", "N", "N", "C", "C", "C", "C", "C", "C", "C", "C", "C", "C", "C", "C", "C", "C", "C", "C", "C", "C", "C", "C", "C", "C", "C", "C", "C", "C", "C", "C", "C", "C", "C", "C", "H", "H", "H", "H", "H", "H", "H", "H", "H", "H", "H", "H", "H", "H", "H", "H", "H", "H", "H", "H", "H", "H", "H", "H", "H", "H"], "coordinates": [[-0.005, 0.734, -0.209], [-1.025, 2.084, -2.381], [-3.118, 3.647, -0.967], [3.304, 2.400, 6.377], [2.825, -3.610, -5.793], [0.677, -3.776, -5.649], [-1.057, -1.554, 2.824], [0.442, 2.446, 1.051], [1.191, -0.126, 1.308], [3.207, 1.005, 5.583], [1.687, 0.829, -1.525], [-0.187, -1.082, -1.349], [-2.056, 0.710, 0.775], [1.753, -3.322, -5.319], [2.503, 3.353, 5.360], [1.016, 4.378, 2.973], [-1.072, -2.974, 2.659], [-2.384, 3.264, -2.513], [-5.318, -1.708, -0.440], [0.721, -2.269, -3.259], [-1.102, -3.188, -2.000], [0.718, -1.196, -2.362], [1.736, -2.266, -4.280], [1.111, 2.111, 2.181], [2.652, -1.060, 3.484], [1.726, -0.168, -2.448], [3.691, 0.769, -3.459], [2.688, -1.323, -4.365], [-3.598, -0.106, -0.962], [-1.059, -2.063, -1.174], [2.710, -0.237, -3.432], [-4.907, -1.705, 0.885], [1.414, 3.053, 3.163], [3.652, 1.767, -2.522], [1.594, -1.390, 1.376], [-3.191, -0.106, 0.363], [-4.663, -0.901, -1.361], [0.082, 3.717, 0.885], [2.245, 0.275, 3.427], [-0.231, -3.289, -3.051], [-3.849, -0.900, 1.288], [1.525, 0.710, 2.318], [2.629, 1.759, -1.570], [2.549, 1.249, 4.460], [0.346, 4.712, 1.819], [2.144, 2.598, 4.333], [2.331, -1.896, 2.441], [-6.146, -2.329, -0.752], [1.317, -2.028, 0.547], [-1.752, -1.956, -0.349], [-1.851, 0.493, 1.749], [4.392, 2.555, -2.505], [-3.073, 0.498, -1.690], [-0.441, 3.951, -0.033], [-5.418, -2.319, 1.613], [-2.090, -3.367, 2.659], [0.026, 5.727, 1.627], [-0.617, -3.189, 1.693], [-3.123, 2.811, -3.162], [3.439, -1.391, -5.141], [-4.980, -0.892, -2.396], [-1.447, -1.362, 3.684], [-3.540, -0.892, 2.325], [2.571, 2.536, -0.817], [3.217, -1.406, 4.339], [-0.266, -4.141, -3.713], [1.247, 5.114, 3.732], [-0.491, -3.474, 3.436], [-1.832, -3.962, -1.809], [-1.963, 4.165, -2.942], [4.467, 0.743, -4.215], [2.638, -2.932, 2.436], [-2.333, 1.690, 0.744]]}

=====

{"formula": "CH4N2O2", "method": "the ωB97M-V functional and the def2-TZVPD basis", "e_lumo_ev": 0.903, "fmax_ev_per_a": 4.4, "smiles": "N#[N+][O-].CO", "e_homo_ev": -10.2, "homo_lumo_gap_ev": 11.084, "total_energy_ha": -300.3945, "relative_energy_kcal_mol": 58.45, "multiplicity": 1, "symbols": ["O", "O", "N", "N", "C", "H", "H", "H", "H"], "coordinates": [[-0.866, 1.629, 1.041], [-0.396, -1.141, -0.799], [-0.766, 0.729, 1.757], [-0.593, -0.052, 2.502], [0.745, -0.320, -0.783], [0.232, 0.710, -0.584], [-1.011, -0.800, -1.446], [1.361, -0.145, -1.757], [1.294, -0.611, 0.070]]}

=====

Which formula does entry 1 have?
C3H7ClN4O

=====

What is the formula in the fourth record?
CH4N2O2